Formula: C44H67InN8O4P
Source: OMol25
Level of theory: the ωB97M-V functional and the def2-TZVPD basis

Element x y z (Å)
In -0.33565 -0.08955 -0.07558
O -0.43450 1.90517 1.39565
C -1.13259 2.90827 1.22488
C -1.59933 3.70820 2.39580
C -2.54996 4.81591 2.12878
C -2.98071 5.08682 0.89340
C -2.41158 4.37157 -0.22916
C -1.51574 3.36202 -0.10628
C -0.76848 2.89242 -1.26471
N -0.03545 1.84401 -1.26244
N 0.84022 1.74211 -2.30108
C 1.56958 0.65130 -2.18084
O 1.43722 -0.23261 -1.26037
C 2.62812 0.43826 -3.20002
C 2.75199 1.28000 -4.30204
C 3.71215 1.01777 -5.26651
C 4.56236 -0.07270 -5.12775
C 4.45134 -0.90480 -4.02142
C 3.47994 -0.65454 -3.06352
H -0.72624 4.05430 2.96277
H -2.89626 5.38972 2.98052
H -3.69337 5.87824 0.70539
H -2.68596 4.69358 -1.22996
H -0.68036 3.56046 -2.12029
H 2.09036 2.13012 -4.39305
H 3.79474 1.66198 -6.13256
H 5.30687 -0.28017 -5.88649
H 5.11364 -1.75475 -3.91301
H 3.36419 -1.30780 -2.20813
N -2.71387 0.90240 4.67240
C -2.64914 0.18152 3.39538
C -2.44054 -1.30980 3.55031
C -2.33397 -2.03239 2.21055
N -1.10050 -1.72737 1.43750
C -3.57908 -1.72765 1.36693
C -3.87400 -0.22798 1.21582
N -2.91256 0.40952 0.26876
C -3.91373 0.43752 2.59370
H -1.89626 0.69411 5.23297
H -3.52012 0.59686 5.20894
H -2.07285 3.00237 3.09900
H -1.80878 0.57453 2.83743
H -3.29478 -1.74038 4.08310
H -1.54406 -1.49846 4.15313
H -2.31985 -3.10098 2.43633
H -1.10809 -2.31091 0.60063
H -0.26736 -1.96499 1.97146
H -4.43675 -2.18412 1.86553
H -3.49897 -2.18567 0.37736
H -4.86630 -0.12774 0.77547
H -3.28159 1.31241 -0.01541
H -2.91918 -0.19434 -0.56717
H -4.76771 0.01394 3.13336
H -4.09030 1.51482 2.49463
O 1.26608 -0.31240 1.37336
P 2.42030 -0.20891 2.33330
N 2.62750 -1.62691 3.12768
C 3.38409 -1.75911 4.40152
C 4.20754 -3.03299 4.22691
C 3.36503 -3.86597 3.25722
C 2.86090 -2.82141 2.27225
N 3.77671 0.19811 1.53161
C 3.76895 1.09315 0.33990
C 5.02215 1.94365 0.51332
C 5.97826 1.00739 1.25661
C 5.06581 0.29386 2.25075
N 2.23468 0.86864 3.57672
C 0.99481 0.75330 4.37957
C 1.07364 1.97166 5.30176
C 1.87794 3.02374 4.50035
C 2.32409 2.30574 3.21810
H 2.67968 -1.87624 5.22829
H 3.98971 -0.87820 4.60640
H 4.38008 -3.53323 5.17814
H 5.17735 -2.80732 3.77741
H 2.52582 -4.32125 3.78820
H 3.93259 -4.65261 2.76375
H 1.94654 -3.10537 1.76283
H 3.61898 -2.61270 1.50913
H 2.85102 1.67917 0.28813
H 3.82864 0.49362 -0.56466
H 4.81242 2.82612 1.12306
H 5.41711 2.27608 -0.44528
H 6.79093 1.53071 1.75697
H 6.40891 0.28676 0.55878
H 4.96405 0.87490 3.17389
H 5.43589 -0.69862 2.51417
H 0.97170 -0.19514 4.91588
H 0.12000 0.81576 3.72340
H 1.60387 1.70932 6.21575
H 0.08587 2.33568 5.58308
H 2.74150 3.35456 5.07401
H 1.28273 3.90458 4.26347
H 3.34209 2.56180 2.92767
H 1.65131 2.54247 2.39165
C -1.34730 -4.87342 0.04960
C -0.38208 -4.53277 -1.09447
C 0.89214 -3.81482 -0.65099
C -1.11290 -3.87478 -2.25263
C -1.54333 -4.76936 -3.23250
C -2.21727 -4.35712 -4.35755
C -2.38254 -3.00066 -4.54088
C -1.95715 -2.05806 -3.60790
C -1.98561 -0.62985 -4.13419
C -2.62806 0.44614 -3.26802
C -0.55299 -0.25495 -4.50904
C -1.41159 -2.49541 -2.36913
O -1.31950 -1.66534 -1.25748
H -0.82440 -5.36554 0.87636
H -2.12235 -5.55162 -0.30946
H -1.85613 -3.99470 0.43068
H -0.03965 -5.49553 -1.47800
H 0.72604 -2.79128 -0.32874
H 1.60724 -3.76784 -1.47425
H 1.35740 -4.37065 0.16591
H -1.33686 -5.82602 -3.09298
H -2.56668 -5.07025 -5.09374
H -2.83024 -2.64309 -5.46194
H -2.56336 -0.66591 -5.05859
H -1.98054 0.69967 -2.43774
H -3.60316 0.12614 -2.88780
H -2.77384 1.35605 -3.85722
H 0.08938 -0.37804 -3.64068
H -0.47838 0.77940 -4.85670
H -0.17700 -0.91456 -5.29245

Cartesian forces (eV/Å) of the 6 atoms listed first:
In -0.2 -0.2 0.2
O -0.3 0.1 0.3
C 0.2 -0.3 -0.1
C -0.2 -0.1 0.4
C 0.0 0.0 0.1
C 0.1 -0.1 -0.1

Calculated values
HOMO, eV: -9.482
Energy, eV: -81288.162
Net charge: +1
ΔE to the lowest compared entry with this formula, charge and spin, kcal/mol: 33.2
E_LUMO, eV: -3.6
Maximum force, eV Å⁻¹: 0.86


Formula: C5H19N3O2
Source: OMol25
Level of theory: the ωB97M-V functional and the def2-TZVPD basis

Element x y z (Å)
N 0.25099 -0.15219 2.10253
C 1.47067 -0.09393 1.33340
C 1.59690 -1.53195 0.65335
C 1.73144 1.06695 0.29200
N 0.43983 1.54862 -0.31698
C 0.25613 0.77885 -1.54624
C -1.26203 0.89929 -2.00349
N -2.26864 0.62948 -0.97674
H 0.12756 0.73528 2.59871
H -0.53584 -0.38320 1.51603
H 2.36080 0.06163 2.07021
H 0.56313 -1.87991 0.68465
H 1.85718 -1.29126 -0.39893
H 2.29382 -2.16905 1.18664
H 2.53171 0.94206 -0.44761
H 2.15059 1.86195 0.90285
H 0.37214 2.52830 -0.60126
H 0.44257 -0.28225 -1.45641
H 0.81124 1.13001 -2.42842
H -1.23530 0.11285 -2.75218
H -1.49823 1.90170 -2.39532
H -1.83745 0.10399 -0.23677
H -2.62844 1.50794 -0.62676
H -0.66106 -1.24934 -1.02815
H -0.11939 -1.79438 -2.29076
O -0.49068 -2.14230 -1.47019
H -1.91395 -0.78268 3.26489
H -2.56438 -1.43892 1.99299
O -2.24131 -0.61755 2.37794

Cartesian forces (eV/Å) of the 6 atoms listed first:
N 1.5 1.1 0.1
C 2.8 -1.3 0.1
C -0.5 2.6 -0.2
C -1.5 1.7 1.2
N 1.5 -1.4 -0.7
C -2.6 1.7 -0.4

Calculated values
HOMO, eV: -8.964
Energy, eV: -14056.305
SMILES: C[C@H](N)CNCCN.O.O
ΔE to the lowest compared entry with this formula, charge and spin, kcal/mol: 38.4
E_LUMO, eV: 0.8
Maximum force, eV Å⁻¹: 3.11


Formula: C2H6N4S
Source: OMol25
Level of theory: the ωB97M-V functional and the def2-TZVPD basis

Element x y z (Å)
C -0.59001 0.70440 -1.51267
C -0.13314 0.26076 0.81681
H 0.76794 -1.94785 -0.85284
H 1.85517 -0.74202 -0.99753
H 0.10682 0.50610 -2.52310
H 0.74869 -1.46934 1.87540
H 0.24966 -0.00508 2.50916
H -1.68590 1.58242 0.73628
N 0.76588 -1.03173 -1.05357
N -0.00879 -0.11853 -0.55341
N 0.86628 -0.41828 1.70466
N -0.95133 1.10809 1.25702
S -1.99129 1.57107 -1.40622

Cartesian forces (eV/Å) of the 6 atoms listed first:
C 0.7 -1.0 -2.2
C 0.3 -1.4 -0.7
H -1.3 -3.7 1.5
H -3.1 -0.8 -0.1
H -2.3 0.8 2.4
H -0.1 1.8 -1.1

Calculated values
HOMO, eV: -8.551
Energy, eV: -18963.589
SMILES: [H]/N=C(/N)N(N)C=S
ΔE to the lowest compared entry with this formula, charge and spin, kcal/mol: 79.7
E_LUMO, eV: 0.0
Maximum force, eV Å⁻¹: 8.45


Formula: C35H35ClNO10
Source: OMol25
Level of theory: the ωB97M-V functional and the def2-TZVPD basis

Element x y z (Å)
Cl 0.45709 0.01416 -0.68944
N -0.67891 -0.84584 3.84056
C -0.91391 -0.89384 5.16256
C -0.60491 0.17616 6.00256
C 0.36609 1.13816 5.60856
C 0.62809 1.17316 4.25756
C 0.08409 0.17616 3.35956
H -1.46091 -1.61684 5.33256
H -0.81791 0.20716 7.14356
H 0.85609 1.92116 6.44356
H 1.23909 2.00616 3.88156
H 0.24909 0.20216 2.28956
C 2.16409 0.49316 -5.50544
C 1.23409 0.65216 -4.23244
C -0.12091 0.81016 -4.37144
C -0.70391 0.93216 -5.73244
C 0.06409 0.73916 -6.86144
C 1.52609 0.53416 -6.78944
O 2.23909 0.53716 -7.92744
O -1.00591 0.82816 -3.25644
H 3.18909 0.35816 -5.38644
H 1.66709 0.37216 -3.38244
H -1.66691 1.22316 -5.65344
H -0.58891 0.97116 -7.89844
H 1.92409 0.91916 -8.55844
H -0.46991 0.77916 -2.42044
C 4.97409 -2.89884 2.44356
C 4.41009 -1.52084 2.44356
C 4.19509 -0.88684 1.24156
C 4.27709 -1.61284 -0.03344
C 4.88809 -2.83784 -0.11144
C 5.27709 -3.44684 1.14456
O 5.89709 -4.64484 1.07256
O 3.48909 0.28016 1.14556
H 5.04209 -3.22784 3.62956
H 4.34509 -0.96684 3.43156
H 3.93709 -0.97684 -1.07444
H 4.80509 -3.39784 -1.09544
H 6.90109 -4.56484 1.21756
H 2.84909 0.20016 0.52656
C -4.74391 0.63616 -0.04044
C -5.56391 1.42616 0.95556
C -5.05291 1.58016 2.28856
C -3.83591 1.15616 2.59956
C -3.04091 0.42116 1.54256
C -3.48391 0.08916 0.27356
O -2.76791 -0.70184 -0.47344
O -5.77691 2.20716 3.22656
H -5.13391 0.53516 -1.07244
H -6.64391 1.87316 0.63056
H -3.37991 1.13816 3.62656
H -2.20991 -0.04184 2.01956
H -1.90291 -0.59984 -0.52744
H -5.21191 2.30216 4.17456
C -1.03791 -2.82084 -2.63044
C -2.10491 -3.86484 -2.50344
C -1.73991 -5.15684 -2.50444
C -0.43091 -5.48284 -2.57844
C 0.59909 -4.56984 -2.83044
C 0.33909 -3.21384 -2.83544
O 1.33709 -2.33084 -2.80844
O -2.85191 -6.06284 -2.44944
H -1.36191 -1.80484 -2.68244
H -3.18791 -3.39484 -2.50744
H -0.00191 -6.38684 -2.63644
H 1.55109 -5.00184 -3.04344
H 1.10009 -1.59784 -2.35144
H -3.69191 -5.59384 -2.73944
C 0.31909 5.55516 2.51856
C 1.16809 4.62116 1.69056
C 0.55309 3.63916 1.05856
C -0.81791 3.26116 1.36056
C -1.56591 4.09916 2.22356
C -1.04491 5.35916 2.81656
O -1.93291 6.11316 3.51356
O 1.25809 2.85716 0.21556
H 0.74609 6.49816 2.86956
H 2.19709 4.84016 1.55056
H -1.25391 2.26816 1.07356
H -2.63491 3.73916 2.81656
H -1.65591 7.03716 3.56856
H 0.75509 2.06916 -0.03744

Cartesian forces (eV/Å) of the 6 atoms listed first:
Cl 0.0 -0.1 0.1
N 1.8 1.3 -0.9
C 4.2 8.2 -2.6
C 1.8 -0.1 3.0
C -0.6 0.8 1.6
C 0.4 0.0 -1.5

Calculated values
HOMO, eV: -5.710
Energy, eV: -71342.023
Net charge: -1
ΔE to the lowest compared entry with this formula, charge and spin, kcal/mol: 60.4
E_LUMO, eV: 2.3
Maximum force, eV Å⁻¹: 14.88


Formula: C19H24N6O7PdS2Te
Source: OMol25
Level of theory: the ωB97M-V functional and the def2-TZVPD basis

Element x y z (Å)
Pd -0.02970 -0.62128 -0.60107
O 2.08338 -0.70805 -0.68912
N 2.67628 -1.59993 -1.36906
C 3.99500 -1.53621 -1.33888
C 4.71743 -0.55090 -0.59106
N 5.32583 0.22316 0.00740
C 4.74147 -2.49565 -2.08511
N 5.39441 -3.24527 -2.66833
C 3.36188 2.71557 -1.60021
C 2.28471 3.64906 -2.14088
C 0.97479 3.59168 -1.33308
C -0.07547 4.52304 -1.96262
C -1.41781 4.49174 -1.24059
C 1.26353 4.08461 0.06560
O 1.67390 5.21018 0.30025
N 1.03675 3.19147 1.06038
C 0.58232 1.85965 0.94344
O 0.47299 1.22796 1.97906
N 0.29060 1.38454 -0.29266
C 0.44195 2.15124 -1.42186
O 0.17217 1.73243 -2.52810
H 4.25943 2.75535 -2.21905
H 3.01588 1.68010 -1.58385
H 3.65496 2.97964 -0.58160
H 2.03039 3.37213 -3.16527
H 2.63003 4.68599 -2.13687
H -0.20239 4.19893 -2.99633
H 0.33716 5.53469 -1.96269
H -1.84122 3.48472 -1.24047
H -2.13588 5.15306 -1.72946
H -1.31916 4.81980 -0.20258
H 1.24297 3.47715 2.00562
Te -2.46398 0.05013 -0.28983
C -3.81357 -1.56841 -0.47705
C -5.12733 -1.44745 -0.09554
C -5.90045 -2.61824 -0.31877
C -5.16224 -3.62346 -0.86621
S -3.53333 -3.14012 -1.11049
H -5.52321 -0.53665 0.33439
H -6.95316 -2.70339 -0.08069
H -5.48679 -4.61589 -1.13824
C -0.63735 -1.00806 3.58065
C 0.59719 -1.79420 3.16332
S 0.47020 -2.52453 1.51087
O 1.56377 -3.54320 1.45649
C -1.07174 -3.44550 1.72477
C -0.99596 -4.50041 2.81393
H -0.39240 -0.32300 4.39444
H -1.43236 -1.67339 3.92239
H -1.01116 -0.40281 2.75376
H 0.83942 -2.61469 3.84335
H 1.47261 -1.14878 3.08287
H -1.22430 -3.88167 0.73809
H -1.86344 -2.70877 1.87633
H -0.03697 -5.01902 2.75515
H -1.79386 -5.23473 2.68799
H -1.09473 -4.06575 3.81083
O -0.58121 -2.62158 -1.19319
N -0.45150 -2.82076 -2.46348
O -0.03076 -1.88629 -3.09709

Cartesian forces (eV/Å) of the 6 atoms listed first:
Pd -0.6 -0.2 -0.7
O 0.1 -0.1 -0.1
N 0.0 0.0 0.1
C 0.1 0.0 0.0
C 0.0 0.0 0.0
N 0.0 0.0 0.0

Calculated values
HOMO, eV: -1.848
Energy, eV: -75808.639
Net charge: -2
ΔE to the lowest compared entry with this formula, charge and spin, kcal/mol: 0.0
E_LUMO, eV: 4.1
Maximum force, eV Å⁻¹: 0.93


Formula: C7H8Cl2N2O3RhSY
Source: OMol25
Level of theory: the ωB97M-V functional and the def2-TZVPD basis

Element x y z (Å)
Y -2.14213 -0.73731 -3.94575
Rh 0.41870 -0.18722 0.32096
Cl -2.50415 -2.77246 -2.82047
Cl -1.03450 1.58145 -0.97444
C 1.15804 1.43690 -0.24138
C -0.14848 -1.98555 -4.82352
C -0.23424 0.48105 -3.73028
O 1.72410 2.45862 -0.44025
O 0.97928 -2.36907 -5.01086
O 0.82682 0.95561 -3.87674
S -1.43872 -0.73425 1.56480
C -0.58874 -0.34579 3.06450
N -1.36449 -0.00193 4.12676
C -0.88717 0.39702 5.43351
C 0.61190 0.64994 5.39873
C 1.32242 -0.40775 4.59611
N 0.74586 -0.35063 3.20713
H -2.35670 -0.02102 3.93783
H -1.10867 -0.40724 6.15365
H -1.43118 1.29815 5.75816
H 1.00962 0.65627 6.41661
H 0.80914 1.64389 4.97572
H 1.11873 -1.42218 5.03424
H 2.40836 -0.22957 4.53822
H 1.30439 -0.62603 2.36617

Cartesian forces (eV/Å) of the 6 atoms listed first:
Y -3.3 -1.7 -0.3
Rh -1.5 -1.5 -0.7
Cl 0.3 0.7 0.0
Cl -0.8 -0.9 -0.4
C 5.3 8.0 -1.5
C 9.4 -3.2 -1.8

Calculated values
HOMO (spin up / spin down), eV: -22.444 / -22.924
Energy, eV: -56393.554
Net charge: +4
ΔE to the lowest compared entry with this formula, charge and spin, kcal/mol: 0.0
E_LUMO (spin up / spin down), eV: -15.1 / -17.7
Spin multiplicity: 5
Maximum force, eV Å⁻¹: 10.05


- What is the formula in the second record?
  C5H19N3O2